# 1
The following is a DFT calculation (ωB97M-V with the def2-TZVPD basis set) of a 3-piece molecular cluster, C4H13NO2 overall.

Values from the calculation:
DFT total energy in eV: -9943.26168
M in g/mol: 107.15
SMILES: C1CCNC1.O.O

Structure (ORCA input):
```
! wB97M-V def2-TZVPD RIJCOSX def2/J DEFGRID3
* xyz 0 1
C -0.620 1.438 -0.286
C -1.369 1.143 -1.599
C -0.225 1.014 -2.596
N 0.956 0.505 -1.877
C 0.908 1.088 -0.506
H -1.076 0.928 0.559
H -0.645 2.500 -0.020
H -1.928 2.046 -1.840
H -2.061 0.319 -1.466
H -0.392 0.269 -3.379
H 0.028 1.969 -3.054
H 0.874 -0.500 -1.738
H 1.396 2.057 -0.486
H 1.224 0.343 0.216
O -0.096 -3.277 1.931
H -0.831 -3.187 1.302
H 0.627 -3.516 1.357
O 0.541 -0.710 3.644
H 0.882 -1.631 3.706
H -0.376 -0.678 3.355
*
```

***

# 2
The following is a DFT calculation (ωB97M-V with the def2-TZVPD basis set) of a 2-piece molecular cluster, C5H10N2O9 overall.

Values from the calculation:
DFT total energy in eV: -26740.60444
M in g/mol: 242.14

Structure (ORCA input):
```
! wB97M-V def2-TZVPD RIJCOSX def2/J DEFGRID3
* xyz 0 1
C 0.820 1.804 -0.439
C 0.284 0.467 -0.908
C 1.126 -0.180 -2.070
O 2.425 -0.506 -1.577
N 3.034 -1.190 -2.729
O 2.434 -1.078 -3.780
O 4.076 -1.770 -2.495
C 0.312 -0.536 0.380
C -0.447 0.021 1.615
O -1.333 0.927 1.329
O -3.342 0.982 5.695
N -3.587 0.560 4.518
O -4.589 -0.096 4.124
O -0.309 -1.702 0.045
O -1.748 -1.385 0.136
O -1.014 0.604 -1.377
H 1.807 1.688 0.020
H 0.891 2.517 -1.262
H 0.112 2.161 0.318
H 0.587 -1.071 -2.416
H 1.223 0.564 -2.860
H 1.375 -0.817 0.633
H -0.790 -0.804 2.226
H 0.403 0.588 2.039
H -2.062 -2.066 -0.493
H -1.686 0.319 -0.673
*
```

***

# 3
The following is a DFT calculation (ωB97M-V with the def2-TZVPD basis set) of O2S2 in the gas phase.

Values from the calculation:
DFT total energy in eV: -25763.94686
M in g/mol: 96.13
SMILES: O=S(=O)=S

Structure (ORCA input):
```
! wB97M-V def2-TZVPD RIJCOSX def2/J DEFGRID3
* xyz 0 1
O -0.976 -1.103 -0.004
S -0.116 -0.023 0.013
O -0.681 1.278 -0.009
S 1.773 -0.152 0.000
*
```

***

Q: Which ΔE to the lowest compared entry with this formula, charge and spin values were calculated for the entries above? A: 21.6 31.2 0.0, in kcal per mole.